Entry 1:
{"formula": "C4H11N3O", "method": "ωB97M-V/def2-TZVPD", "species": ["O", "N", "N", "N", "C", "C", "C", "C", "H", "H", "H", "H", "H", "H", "H", "H", "H", "H", "H"], "coordinates": [[2.612463, 1.254800, 0.777723], [-1.087282, -1.533528, -0.975952], [1.854196, 1.125788, -1.344429], [-0.964945, -2.010975, 1.318445], [-1.040141, -1.170081, 0.234729], [-1.212014, 1.209654, -0.587735], [-0.966474, 0.292439, 0.588491], [2.221236, 0.543660, -0.283862], [1.717463, 0.517931, -2.143653], [-1.279151, 2.246603, -0.260691], [-2.117165, 0.944085, -1.115721], [-0.325368, 1.129634, -1.262199], [-1.681494, 0.495444, 1.391480], [-1.104254, -2.543529, -1.111702], [0.073292, 0.474916, 0.956297], [2.502090, 2.195378, 0.562321], [2.426274, -0.522799, -0.143706], [-0.762523, -1.646886, 2.233431], [-0.866205, -3.002534, 1.166731]], "forces_ev_per_angstrom": [[-0.2, 0.1, 0.7], [-0.2, -0.1, -0.8], [0.4, 0.0, 0.4], [-0.2, -0.2, 0.1], [0.5, 0.0, 0.4], [1.0, 0.1, -0.5], [0.4, 0.1, 0.1], [0.8, 0.1, -1.3], [-0.2, -0.3, 0.2], [0.0, 0.0, 0.1], [-0.1, -0.1, -0.2], [-1.2, 0.2, 0.3], [0.2, 0.0, 0.1], [0.0, 0.0, 0.2], [-0.8, -0.1, 0.1], [0.0, -0.1, -0.1], [-0.3, 0.1, 0.1], [0.0, -0.1, -0.1], [0.0, 0.2, 0.1]], "e_tot_ev": -10843.953, "relative_energy_kj_mol": 121.4, "smiles": "[H]/N=C(\\N)CC.[H]/N=C/O", "homo_ev": -9.263}

Entry 2:
{"formula": "C4H11N3O", "method": "ωB97M-V/def2-TZVPD", "species": ["O", "N", "N", "N", "C", "C", "C", "C", "H", "H", "H", "H", "H", "H", "H", "H", "H", "H", "H"], "coordinates": [[-0.484069, -2.010854, 0.655026], [-0.053030, 0.336317, 1.043914], [0.314994, -2.015844, -1.880668], [0.554918, 0.264207, -1.934830], [1.384624, 0.488371, 1.258013], [-1.374678, 1.597537, 0.469041], [0.184179, -0.789522, -1.317506], [-0.535158, -0.908433, 0.058801], [-2.293807, 1.316434, 0.979558], [-1.482189, 1.743685, -0.600676], [1.871526, 0.752100, 0.319996], [0.244925, -2.805557, -1.255474], [0.865659, -2.095740, -2.718459], [1.815060, -0.443201, 1.633967], [-1.556156, -0.374388, -0.113582], [-0.896730, 2.462204, 0.911823], [1.572988, 1.287829, 1.978270], [0.354830, 1.110341, -1.414780], [-0.487886, 0.084516, 1.927566]], "forces_ev_per_angstrom": [[0.2, -0.5, 0.3], [-2.7, 1.0, -1.5], [0.1, -0.1, 0.1], [0.1, 0.3, -0.3], [0.2, 1.2, -0.2], [2.9, -0.2, 1.7], [0.2, -0.2, 0.4], [-1.5, 0.8, -0.5], [0.4, -0.3, 0.0], [0.3, -0.7, 0.0], [0.0, -0.1, 0.0], [-0.1, 0.1, 0.1], [0.0, 0.1, 0.0], [-0.4, 0.0, -0.1], [0.5, -1.4, -0.1], [-0.3, 0.3, 0.1], [0.1, -0.1, 0.0], [0.0, -0.1, 0.1], [-0.1, -0.2, -0.1]], "e_tot_ev": -10840.896, "relative_energy_kj_mol": 416.4, "homo_ev": -7.925}

Entry 3:
{"formula": "C4H11N3O", "method": "ωB97M-V/def2-TZVPD", "species": ["O", "N", "N", "N", "C", "C", "C", "C", "H", "H", "H", "H", "H", "H", "H", "H", "H", "H", "H"], "coordinates": [[0.424960, -2.266710, 1.451201], [0.596695, -0.086477, 1.957072], [-0.900742, 0.106104, -0.567407], [0.514155, -1.896538, -1.167153], [-0.898575, 1.071558, -1.655801], [0.487571, -1.104949, 1.085754], [0.375456, -0.705608, -0.391014], [0.446776, 1.315071, 1.654914], [-0.451940, 0.684250, -2.589039], [-1.922646, 1.371217, -1.870026], [-1.663838, -0.553213, -0.677778], [0.106791, -2.684980, -0.680485], [0.164554, -1.801203, -2.119050], [-0.334922, 1.950337, -1.349413], [0.308753, 1.868055, 2.581118], [0.635480, -0.359271, 2.925424], [-0.412164, 1.403084, 0.896756], [1.338953, 1.694365, 1.148163], [1.184683, -0.005092, -0.633234]], "forces_ev_per_angstrom": [[0.1, -0.1, -0.2], [0.1, 0.0, 0.5], [0.4, -1.2, 0.1], [-0.1, 0.1, -0.5], [0.3, -0.5, -0.2], [-0.4, 0.1, 0.1], [-0.7, 0.8, -0.3], [-0.7, 0.3, -1.5], [-0.1, 0.1, 0.1], [0.0, 0.1, 0.0], [0.1, 0.0, 0.0], [0.0, 0.0, 0.0], [0.1, -0.1, 0.4], [0.1, 0.2, -0.1], [-0.2, 0.0, -0.1], [0.0, -0.1, 0.0], [1.1, 0.3, 1.6], [0.1, 0.1, 0.1], [0.0, 0.0, 0.1]], "e_tot_ev": -10844.087, "relative_energy_kj_mol": 108.5, "smiles": "CNC(=O)[C@@H](N)NC", "homo_ev": -8.697}

Entry 4:
{"formula": "C4H11N3O", "method": "ωB97M-V/def2-TZVPD", "species": ["O", "N", "N", "N", "C", "C", "C", "C", "H", "H", "H", "H", "H", "H", "H", "H", "H", "H", "H"], "coordinates": [[-1.000388, -2.130411, 0.306893], [-1.413246, 0.580553, 0.394078], [2.752027, 0.376408, -0.530705], [2.052606, -0.919401, 1.395150], [-0.701644, -0.001019, -0.551951], [2.307675, -0.273267, 0.451239], [-0.763784, -1.429893, -0.868615], [-1.476067, 2.058217, 0.460211], [2.747616, 1.336489, -0.465655], [-1.629451, -1.552585, -1.554156], [0.026474, -1.810153, -1.484995], [2.325285, -0.959068, 2.409310], [-1.903845, 0.192296, 1.184455], [-1.104004, -3.053515, -0.006818], [-2.566783, 2.264964, 0.605428], [-0.953194, 2.395196, -0.397786], [-1.166318, 2.285621, 1.505211], [2.829294, 0.007148, -1.479956], [-0.362256, 0.632414, -1.371330]], "forces_ev_per_angstrom": [[0.2, -1.3, -0.4], [2.3, 0.4, -2.0], [-0.3, -1.4, -2.1], [0.0, 1.7, 0.1], [-3.0, 0.7, 0.6], [0.6, -2.3, 2.9], [-1.0, -0.2, 0.5], [-1.9, -1.5, 2.6], [0.1, 2.9, 0.2], [0.0, 0.5, 0.0], [1.1, 0.0, -0.1], [-0.3, -0.7, -1.3], [0.1, -1.4, -0.1], [-0.1, 0.3, 1.0], [0.7, 0.3, -1.2], [0.2, 1.3, -0.3], [0.8, 0.5, -1.0], [0.3, -0.3, 0.3], [0.2, 0.3, 0.4]], "e_tot_ev": -10824.427, "relative_energy_kj_mol": 168.9, "total_charge": 2, "homo_ev": -18.520}

Entry 5:
{"formula": "C4H11N3O2", "method": "ωB97M-V/def2-TZVPD", "species": ["O", "O", "N", "N", "N", "C", "C", "C", "C", "H", "H", "H", "H", "H", "H", "H", "H", "H", "H", "H"], "coordinates": [[1.171045, -0.030019, -1.931791], [0.370898, 1.855717, -1.039850], [-2.114542, -1.852331, 0.714771], [-0.342474, -1.613151, 2.240216], [-0.926057, 0.150190, 0.896613], [-1.103247, -1.070815, 1.232057], [0.463942, -0.693498, 3.026366], [1.449992, 2.071553, -3.087091], [1.012939, 1.165576, -1.985887], [-2.370904, -2.720059, 1.154544], [-2.621548, -1.576741, -0.100650], [0.391693, 1.379386, -0.190541], [0.581284, 2.172821, -3.735644], [-0.233739, 0.029600, 3.462764], [0.164370, -2.451946, 1.995984], [1.716171, 3.083166, -2.757025], [1.339724, -0.273675, 2.532933], [2.315975, 1.642550, -3.595383], [0.794492, -1.158048, 3.972529], [-1.535471, 0.592395, 0.221278]], "forces_ev_per_angstrom": [[0.2, 0.3, -0.2], [0.2, 0.7, 0.4], [0.5, -0.8, 0.5], [0.6, -0.6, 0.5], [1.0, 0.6, 0.2], [-1.2, 1.2, -1.0], [-0.5, -0.1, 1.5], [0.3, 0.3, -0.4], [0.1, -0.4, 0.5], [0.1, 0.1, 0.0], [0.1, 0.2, -0.1], [-0.5, -0.6, 0.0], [0.2, 0.0, -0.4], [0.4, 0.5, -0.7], [-0.3, -0.1, -0.1], [-0.2, -0.4, 0.2], [-0.3, 0.3, -0.2], [-0.4, -0.1, -0.2], [0.1, -0.5, -0.7], [-0.5, -0.6, 0.1]], "e_tot_ev": -12892.138, "relative_energy_kj_mol": 66.8, "smiles": "[H]/N=C(\\N)NC.CC(=O)O", "homo_ev": -9.014}

Entry 6:
{"formula": "C4H11N3O2", "method": "ωB97M-V/def2-TZVPD", "species": ["O", "O", "N", "N", "N", "C", "C", "C", "C", "H", "H", "H", "H", "H", "H", "H", "H", "H", "H", "H"], "coordinates": [[-1.699118, 1.837713, -2.127270], [-0.519458, 2.593984, -3.877297], [0.530645, -1.517550, 1.766050], [0.855962, 0.638876, 2.521974], [2.172620, -0.979652, 3.387569], [1.291954, -0.678373, 2.528773], [-0.823051, 1.690596, -3.138886], [-0.716940, -1.110004, 1.143774], [-0.340283, 0.286344, -3.271934], [-1.373970, -1.948935, 0.924218], [2.642633, -1.868299, 3.394707], [0.178996, -0.033703, -2.364991], [0.767825, -2.491837, 1.771265], [-0.549232, -0.460736, 0.287547], [1.467538, 1.241372, 3.048665], [-2.117098, 2.706549, -2.201080], [0.359481, 0.209822, -4.101077], [-1.331595, -0.663101, 1.921101], [-1.088142, -0.496135, -3.411289], [0.291228, 1.043075, 1.798179]], "forces_ev_per_angstrom": [[-0.2, -0.2, 0.2], [-0.1, -0.2, 0.4], [-0.1, -0.6, -1.0], [0.2, 0.0, 0.2], [1.4, 0.6, 0.2], [-1.2, 0.2, 0.7], [-0.4, 0.2, -0.8], [-0.2, -0.3, 1.0], [0.8, -0.9, 0.1], [0.6, -0.4, -0.6], [-0.6, -0.4, -0.3], [0.1, 0.2, 0.1], [0.1, 0.0, 0.1], [-0.3, 0.0, -0.1], [-0.1, 0.0, -0.2], [0.2, 0.2, 0.0], [0.0, 0.2, 0.0], [0.0, 0.9, -0.1], [-0.4, 0.5, 0.0], [0.1, -0.1, 0.0]], "e_tot_ev": -12891.830, "relative_energy_kj_mol": 96.5, "smiles": "[H]/N=C(/N)NC.CC(=O)O", "homo_ev": -8.388}

Entry 7:
{"formula": "C4H11N3O2", "method": "ωB97M-V/def2-TZVPD", "species": ["O", "O", "N", "N", "N", "C", "C", "C", "C", "H", "H", "H", "H", "H", "H", "H", "H", "H", "H", "H"], "coordinates": [[1.238370, -1.518221, -1.705132], [-0.394013, -1.902571, -0.237769], [-0.626132, 1.275871, -0.721483], [0.186888, 3.440028, -0.158059], [-0.413421, 1.924643, 1.512711], [-0.246246, 2.135986, 0.152268], [0.198753, -3.750227, -1.761808], [-0.066699, 0.690599, 2.285891], [0.431680, -2.244862, -1.217233], [-0.760630, -3.840386, -1.291599], [-0.501092, 1.456913, -1.709595], [0.439087, -0.031674, 1.629545], [-0.448463, -0.964592, 0.009383], [0.708806, 3.911095, 0.589956], [-0.303272, 2.743118, 2.119208], [0.833984, -4.351546, -1.125215], [0.153800, 3.718085, -1.091351], [-1.039923, 0.201131, 2.419192], [0.084636, -3.797261, -2.847629], [0.523886, 0.903871, 3.148720]], "forces_ev_per_angstrom": [[0.8, 0.8, -0.2], [-1.0, -1.0, 0.8], [0.0, -0.8, 1.3], [-0.1, -1.4, 3.0], [1.2, 0.4, 1.4], [-0.5, 0.8, -1.2], [-1.1, 3.1, 2.4], [-1.7, -0.4, -3.0], [0.2, -1.3, -1.8], [-0.9, -1.0, -0.2], [0.4, 0.4, 0.3], [0.4, 0.5, 0.2], [0.5, 0.4, -0.8], [-0.3, 0.0, -1.3], [-0.1, -0.4, -0.9], [0.6, -0.6, -0.9], [0.3, 0.7, -1.2], [0.4, -0.1, 1.1], [0.8, -0.2, 0.4], [0.1, 0.1, 0.6]], "e_tot_ev": -12891.286, "relative_energy_kj_mol": 148.9, "smiles": "[H]/N=C(\\N)NC.CC(=O)O", "homo_ev": -8.938}

Entry 8:
{"formula": "C4H11N3O2", "method": "ωB97M-V/def2-TZVPD", "species": ["O", "O", "N", "N", "N", "C", "C", "C", "C", "H", "H", "H", "H", "H", "H", "H", "H", "H", "H", "H"], "coordinates": [[2.177037, 0.197967, 1.063275], [0.745617, -1.510573, 0.599546], [-0.439987, 1.143844, 0.283802], [-2.026823, 0.700257, -1.392932], [-2.417964, 0.018924, 0.792593], [-1.587575, 0.760845, -0.099225], [-1.658170, 1.730973, -2.332542], [1.851030, -1.066064, 0.757437], [3.094547, -1.898749, 0.572400], [0.120335, 1.686574, -0.356580], [3.944107, -1.446231, 1.071425], [2.897856, -2.904216, 0.941737], [-2.216292, 0.366726, 1.715219], [-1.631368, 2.684698, -1.803713], [1.436851, 0.748645, 1.178535], [-2.846433, 0.136084, -1.526701], [3.273374, -2.034005, -0.495075], [-0.701676, 1.533226, -2.828663], [-2.124140, -0.950484, 0.733585], [-2.338732, 1.836828, -3.175640]], "forces_ev_per_angstrom": [[2.0, -1.2, -0.1], [-0.2, 0.2, 0.2], [0.0, 1.5, 1.2], [-0.4, 0.3, 0.0], [-0.1, 0.4, -0.4], [0.7, -1.9, -0.6], [0.4, 0.0, -0.5], [0.4, -0.5, -0.3], [-0.2, -0.3, 0.0], [-0.3, 0.0, -0.7], [0.1, -0.1, -0.1], [0.0, 0.1, 0.2], [0.1, -0.2, 0.3], [0.2, 0.1, -0.2], [-2.5, 1.0, 0.1], [-0.3, 0.4, -0.1], [0.1, 0.3, 0.0], [0.2, 0.1, 0.4], [0.0, -0.1, 0.2], [-0.4, -0.2, 0.3]], "e_tot_ev": -12891.978, "relative_energy_kj_mol": 82.2, "smiles": "[H]/N=C(/N)NC.CC(=O)O", "homo_ev": -9.031}

The evaluated HOMO-LUMO gap for the records listed, in turn: 10.10 7.99 9.63 9.83 9.89 8.83 9.67 9.87 eV.
The evaluated largest force on an atom for the records listed, in turn: 1.6 3.3 2.0 3.8 2.0 1.6 4.1 2.7 eV/A.